(1)
{"formula": "C14H28N4OOsS2", "method": "ωB97M-V with the def2-TZVPD basis set", "species": ["Os", "C", "C", "N", "C", "C", "N", "C", "C", "N", "H", "H", "H", "H", "H", "H", "H", "H", "H", "H", "H", "H", "H", "H", "H", "C", "O", "C", "S", "S", "H", "H", "H", "C", "C", "C", "C", "C", "H", "H", "H", "H", "H", "H", "H", "H", "H", "H", "N", "C"], "coordinates": [[-0.160, -0.432, -0.533], [2.507, 1.396, -0.632], [1.418, 2.502, -0.537], [0.186, 2.052, 0.115], [0.045, 2.482, 1.508], [-0.436, 1.355, 2.442], [0.131, 0.052, 2.123], [1.501, -0.204, 2.549], [2.528, 0.475, 1.633], [2.207, 0.256, 0.223], [2.538, 1.032, -1.661], [3.491, 1.839, -0.404], [1.829, 3.381, -0.024], [1.181, 2.812, -1.556], [-0.614, 2.384, -0.418], [1.004, 2.867, 1.862], [-0.674, 3.306, 1.593], [-0.212, 1.657, 3.477], [-1.519, 1.265, 2.334], [-0.467, -0.671, 2.513], [1.681, 0.127, 3.585], [1.652, -1.284, 2.496], [2.538, 1.547, 1.828], [3.525, 0.090, 1.888], [2.707, -0.566, -0.108], [1.877, 1.742, -4.996], [0.907, 0.804, -5.401], [0.117, 0.209, -4.504], [-0.966, -0.895, -5.084], [0.258, 0.668, -2.875], [2.296, 2.144, -5.914], [2.664, 1.262, -4.408], [1.438, 2.548, -4.401], [-3.022, -3.022, 0.046], [-3.083, -1.703, -0.753], [-4.517, -1.148, -0.694], [-2.708, -1.986, -2.212], [-2.140, -0.713, -0.128], [-3.647, -3.778, -0.425], [-3.369, -2.873, 1.067], [-1.995, -3.388, 0.078], [-5.220, -1.879, -1.093], [-4.591, -0.239, -1.289], [-4.809, -0.922, 0.330], [-3.360, -2.742, -2.644], [-1.677, -2.346, -2.271], [-2.791, -1.082, -2.812], [-2.423, -0.529, 0.924], [0.816, -3.346, 0.100], [0.376, -2.307, -0.150]], "homo_lumo_gap_ev": [6.52, 6.49], "e_above_lowest_kcal_mol": 75.96, "charge": 0, "max_force_ev_per_a": 5.5, "homo_energy_ev": [-7.2, -7.2], "e_tot_ha": -1731.402941}

***

(2)
{"formula": "C14H28O14Rb3", "method": "ωB97M-V with the def2-TZVPD basis set", "species": ["Rb", "Rb", "Rb", "O", "C", "C", "O", "H", "H", "H", "H", "C", "O", "C", "O", "O", "C", "H", "H", "H", "H", "H", "H", "C", "O", "C", "O", "O", "C", "H", "H", "H", "H", "H", "H", "C", "O", "C", "O", "O", "C", "H", "H", "H", "H", "H", "H", "C", "O", "C", "O", "O", "C", "H", "H", "H", "H", "H", "H"], "coordinates": [[1.859, 2.761, -2.202], [-2.322, 4.839, 1.324], [1.615, 2.216, 0.650], [0.527, 1.559, -1.346], [-0.787, 1.932, -0.901], [-1.155, 2.477, 0.623], [-0.573, 3.594, 1.245], [-1.491, 1.152, -1.188], [-1.098, 2.696, -1.613], [-1.057, 1.657, 1.334], [-2.240, 2.579, 0.664], [3.422, 3.089, 4.618], [2.121, 2.489, 4.562], [1.767, 1.799, 3.526], [2.401, 1.714, 2.459], [0.619, 1.136, 3.759], [0.054, 0.249, 2.811], [3.643, 3.120, 5.685], [3.321, 4.080, 4.175], [4.174, 2.605, 3.995], [-0.888, -0.093, 3.238], [0.717, -0.588, 2.589], [0.092, 0.769, 1.854], [-2.942, -2.295, -3.913], [-3.729, -1.467, -3.078], [-3.162, -0.490, -2.334], [-1.935, -0.302, -2.274], [-4.113, 0.296, -1.876], [-3.680, 1.572, -1.504], [-3.372, -3.208, -4.326], [-2.069, -2.617, -3.346], [-2.557, -1.622, -4.679], [-3.018, 1.531, -0.639], [-4.604, 2.079, -1.225], [-3.189, 2.168, -2.274], [2.460, -2.267, 2.053], [1.096, -2.214, 1.820], [0.537, -1.185, 1.129], [1.105, -0.216, 0.674], [-0.753, -1.437, 1.049], [-1.635, -0.331, 0.573], [2.930, -1.378, 2.473], [3.060, -2.494, 1.172], [2.546, -3.124, 2.721], [-2.614, -0.745, 0.330], [-1.345, -0.123, -0.457], [-1.637, 0.539, 1.229], [1.708, -4.566, -2.905], [1.306, -3.230, -2.997], [1.309, -2.403, -1.947], [1.444, -2.653, -0.770], [1.154, -1.237, -2.328], [1.339, -0.077, -1.547], [1.989, -4.928, -1.916], [2.597, -4.828, -3.479], [0.896, -5.255, -3.138], [0.613, 0.002, -0.738], [1.220, 0.698, -2.305], [2.326, -0.025, -1.088]], "homo_lumo_gap_ev": 6.26, "charge": 1, "max_force_ev_per_a": 13.7, "homo_energy_ev": -9.1, "e_tot_ha": -1675.083389}

***

(3)
{"formula": "C14H28O28S7", "method": "ωB97M-V with the def2-TZVPD basis set", "species": ["C", "C", "O", "S", "O", "O", "O", "H", "H", "H", "H", "C", "C", "O", "S", "O", "O", "O", "H", "H", "H", "H", "C", "C", "O", "S", "O", "O", "O", "H", "H", "H", "H", "C", "C", "O", "S", "O", "O", "O", "H", "H", "H", "H", "C", "C", "O", "S", "O", "O", "O", "H", "H", "H", "H", "C", "C", "O", "S", "O", "O", "O", "H", "H", "H", "H", "C", "C", "O", "S", "O", "O", "O", "H", "H", "H", "H"], "coordinates": [[-1.980, 5.315, 1.265], [-2.161, 4.356, 0.084], [-1.411, 4.992, -0.977], [-0.103, 5.591, -0.283], [0.463, 6.530, -1.196], [0.711, 4.510, 0.187], [-0.974, 6.269, 0.877], [-1.548, 4.801, 2.160], [-2.853, 5.815, 1.611], [-3.178, 4.243, -0.294], [-1.572, 3.484, 0.325], [3.475, -4.380, -3.830], [2.195, -5.206, -3.675], [2.214, -5.576, -2.265], [2.809, -4.331, -1.437], [3.495, -4.883, -0.317], [1.739, -3.416, -1.240], [3.840, -3.907, -2.493], [3.463, -3.527, -4.539], [4.267, -5.045, -4.112], [2.304, -6.165, -4.247], [1.294, -4.629, -3.895], [-0.578, -1.638, -1.675], [0.345, -0.964, -0.583], [0.016, 0.432, -0.750], [-1.500, 0.583, -0.955], [-1.727, 1.723, -1.788], [-2.283, 0.437, 0.254], [-1.691, -0.784, -1.811], [-0.899, -2.613, -1.213], [-0.068, -1.724, -2.660], [1.349, -1.222, -0.773], [0.070, -1.192, 0.443], [-4.547, -2.675, -1.208], [-4.967, -1.741, -0.077], [-4.434, -2.259, 1.162], [-3.244, -3.288, 0.888], [-3.433, -4.496, 1.634], [-1.967, -2.633, 0.976], [-3.558, -3.563, -0.606], [-3.948, -2.265, -2.043], [-5.301, -3.343, -1.663], [-6.097, -1.742, -0.035], [-4.681, -0.743, -0.277], [1.327, 1.864, -3.136], [2.880, 1.542, -3.050], [3.058, 0.275, -3.805], [1.739, -0.106, -4.552], [1.512, -1.506, -4.517], [1.690, 0.554, -5.835], [0.771, 0.615, -3.562], [1.104, 2.658, -3.961], [0.935, 1.961, -2.123], [3.152, 1.381, -2.016], [3.547, 2.311, -3.562], [2.311, 2.728, 3.962], [1.346, 3.331, 2.928], [0.964, 2.255, 2.051], [2.250, 1.302, 1.867], [2.958, 1.655, 0.696], [1.731, 0.029, 1.998], [3.081, 1.792, 3.140], [1.762, 2.256, 4.755], [3.139, 3.347, 4.331], [1.726, 4.146, 2.295], [0.410, 3.615, 3.468], [-0.921, -0.803, 3.432], [-0.070, -1.690, 4.340], [-0.033, -0.994, 5.708], [-0.793, 0.364, 5.635], [0.149, 1.464, 5.882], [-2.072, 0.313, 6.252], [-1.018, 0.478, 4.050], [-1.913, -1.184, 3.364], [-0.548, -0.593, 2.444], [1.015, -1.837, 4.022], [-0.533, -2.652, 4.551]], "homo_lumo_gap_ev": 11.24, "e_above_lowest_kcal_mol": 18.65, "charge": 0, "max_force_ev_per_a": 3.7, "homo_energy_ev": -11.0, "e_tot_ha": -5444.102170}

***

(4)
{"formula": "C14H29BBe2Br9F5INO5PS2", "method": "ωB97M-V with the def2-TZVPD basis set", "species": ["C", "C", "F", "C", "P", "O", "Br", "C", "N", "I", "C", "C", "S", "H", "H", "H", "H", "H", "H", "H", "H", "H", "H", "H", "H", "Br", "Be", "C", "Br", "Br", "Br", "H", "C", "Br", "Br", "Br", "H", "C", "C", "C", "S", "O", "O", "C", "H", "H", "H", "H", "H", "H", "H", "H", "Br", "O", "H", "H", "C", "C", "O", "H", "H", "H", "H", "H", "Be", "B", "F", "F", "F", "F"], "coordinates": [[1.174, 0.188, 2.935], [0.001, -0.048, 1.978], [-0.969, 0.936, 2.192], [0.407, 0.073, 0.452], [-1.074, 0.937, -0.380], [-0.373, 2.104, -1.391], [-2.077, -0.485, -1.816], [1.578, 1.074, 0.185], [2.059, 0.765, -1.212], [4.164, 0.812, -1.089], [1.710, -0.666, -1.509], [1.013, -1.196, -0.228], [0.036, -2.736, -0.330], [1.377, 1.267, 3.031], [2.076, -0.340, 2.590], [0.953, -0.196, 3.942], [-0.521, -1.041, 2.158], [-0.561, 2.938, -0.938], [2.458, 0.798, 0.783], [1.414, 2.129, 0.432], [1.883, 1.476, -1.924], [1.117, -0.680, -2.436], [2.624, -1.248, -1.647], [1.873, -1.467, 0.417], [0.443, -3.563, 0.670], [2.713, -3.629, -0.971], [1.193, -1.007, -5.030], [-2.808, -2.925, 4.125], [-2.843, -4.397, 2.878], [-2.208, -1.288, 3.279], [-4.506, -2.686, 5.006], [-2.082, -3.172, 4.889], [0.250, 5.328, -3.626], [-0.449, 5.168, -5.412], [-1.156, 5.462, -2.309], [1.479, 3.890, -3.209], [0.817, 6.248, -3.584], [-5.103, 1.116, 0.988], [-5.694, -0.061, 1.774], [-7.073, 0.372, 2.280], [-7.678, 1.590, 1.107], [-7.777, 2.862, 1.778], [-8.775, 1.033, 0.365], [-6.221, 1.608, 0.072], [-4.221, 0.821, 0.419], [-4.810, 1.911, 1.680], [-5.799, -0.927, 1.112], [-5.049, -0.359, 2.600], [-7.779, -0.480, 2.321], [-7.009, 0.847, 3.258], [-6.053, 2.612, -0.312], [-6.390, 0.914, -0.751], [1.604, -3.113, -4.078], [-5.409, 4.476, 3.074], [-6.271, 4.167, 2.769], [-5.256, 5.280, 2.570], [7.044, -3.131, -1.870], [6.808, -2.137, -0.626], [7.296, -1.023, -0.985], [8.111, -3.243, -2.092], [6.638, -4.117, -1.620], [6.539, -2.781, -2.767], [7.251, -2.648, 0.249], [5.711, -2.206, -0.424], [-7.684, -2.201, 3.194], [9.987, -1.998, -3.803], [10.006, -3.304, -3.247], [8.626, -1.654, -4.094], [10.500, -1.088, -2.866], [10.741, -1.965, -4.973]], "homo_lumo_gap_ev": 1.17, "charge": 1, "max_force_ev_per_a": 3.7, "homo_energy_ev": -9.6, "e_tot_ha": -26136.421834}